[1]
{"formula": "C49H38Cl3CrNO2S3", "method": "ωB97M-V/def2-TZVPD", "elements": ["Cr", "C", "C", "C", "C", "C", "C", "C", "S", "O", "C", "C", "C", "C", "C", "C", "C", "C", "C", "C", "C", "C", "C", "C", "C", "C", "C", "C", "C", "C", "S", "O", "C", "C", "C", "C", "C", "C", "C", "H", "H", "H", "H", "H", "H", "H", "H", "H", "H", "H", "H", "H", "H", "H", "H", "H", "H", "H", "H", "H", "H", "H", "H", "H", "H", "Cl", "C", "C", "C", "C", "C", "Cl", "C", "S", "H", "H", "H", "C", "C", "N", "H", "H", "H", "Cl", "C", "C", "C", "C", "C", "C", "C", "H", "H", "H", "H", "H", "H"], "positions_angstrom": [[0.327, 1.321, 0.204], [2.920, -6.579, -5.686], [2.374, -5.772, -4.540], [2.754, -4.448, -4.350], [2.234, -3.697, -3.305], [1.323, -4.268, -2.428], [0.957, -5.599, -2.588], [1.474, -6.337, -3.638], [0.657, -3.280, -1.102], [1.620, -0.298, 0.209], [-1.088, -3.452, -1.405], [-1.881, -3.994, -0.365], [-3.233, -4.093, -0.499], [-3.875, -3.674, -1.687], [-5.279, -3.762, -1.841], [-5.885, -3.334, -2.988], [-5.111, -2.798, -4.037], [-3.753, -2.699, -3.919], [-3.094, -3.135, -2.741], [-1.681, -3.007, -2.572], [-0.887, -2.340, -3.648], [-0.580, -3.030, -4.863], [-0.973, -4.370, -5.081], [-0.661, -5.006, -6.250], [0.059, -4.337, -7.259], [0.455, -3.042, -7.075], [0.147, -2.358, -5.877], [0.564, -1.021, -5.667], [0.259, -0.370, -4.514], [-0.476, -1.039, -3.515], [-0.892, -0.138, -2.018], [0.173, 0.940, -1.877], [-2.369, 0.705, -2.542], [-2.305, 1.879, -3.276], [-3.481, 2.506, -3.644], [-4.721, 1.976, -3.283], [-5.995, 2.679, -3.665], [-4.758, 0.805, -2.533], [-3.588, 0.169, -2.149], [3.295, -5.929, -6.477], [2.149, -7.223, -6.111], [3.743, -7.221, -5.365], [3.448, -3.987, -5.043], [2.504, -2.654, -3.187], [0.257, -6.051, -1.895], [1.170, -7.370, -3.767], [-1.386, -4.321, 0.540], [-3.834, -4.501, 0.306], [-5.864, -4.175, -1.027], [-6.960, -3.405, -3.096], [-5.598, -2.457, -4.941], [-3.171, -2.274, -4.726], [-1.517, -4.892, -4.304], [-0.964, -6.034, -6.402], [0.298, -4.853, -8.180], [1.013, -2.520, -7.843], [1.134, -0.527, -6.446], [0.591, 0.644, -4.325], [-1.343, 2.306, -3.531], [-3.441, 3.427, -4.212], [-5.826, 3.406, -4.458], [-6.411, 3.211, -2.807], [-6.748, 1.968, -4.007], [-5.714, 0.389, -2.236], [-3.618, -0.731, -1.545], [-1.027, -0.006, 2.263], [-0.871, 0.956, 3.730], [-2.076, 1.199, 4.367], [-2.113, 1.881, 5.567], [-0.927, 2.312, 6.138], [0.263, 2.081, 5.480], [1.724, 2.649, 6.228], [0.348, 1.423, 4.240], [1.965, 1.358, 3.535], [-2.986, 0.837, 3.909], [-3.058, 2.068, 6.058], [-0.910, 2.838, 7.082], [2.876, -1.133, 2.067], [2.059, -0.080, 1.377], [1.691, 1.081, 1.900], [2.227, -1.691, 2.745], [3.682, -0.710, 2.660], [3.267, -1.814, 1.314], [-0.288, 4.474, 2.888], [0.828, 4.337, 1.550], [2.135, 4.735, 1.763], [3.066, 4.642, 0.741], [2.657, 4.165, -0.495], [1.348, 3.766, -0.695], [0.371, 3.816, 0.324], [-0.895, 3.106, 0.142], [2.416, 5.107, 2.739], [4.091, 4.943, 0.911], [3.365, 4.095, -1.313], [1.031, 3.401, -1.668], [-1.296, 3.193, -0.867], [-1.630, 3.291, 0.917]], "forces_ev_per_a": [[0.4, 0.2, -0.4], [0.0, 0.0, 0.0], [0.0, 0.0, 0.0], [0.0, 0.0, 0.0], [0.0, 0.1, 0.0], [0.0, 0.1, 0.0], [0.0, -0.1, 0.0], [0.0, 0.0, 0.0], [0.0, 0.0, 0.0], [0.1, -0.1, -0.1], [0.0, 0.1, -0.2], [0.0, 0.0, 0.0], [0.0, 0.0, 0.0], [0.1, 0.0, -0.1], [-0.1, 0.0, 0.0], [0.0, 0.0, 0.1], [0.1, 0.0, -0.1], [-0.1, 0.0, 0.0], [0.0, -0.1, 0.1], [0.0, 0.0, 0.1], [0.0, 0.0, 0.0], [0.1, 0.1, 0.0], [0.0, -0.1, -0.1], [-0.1, 0.0, 0.1], [0.0, 0.1, -0.1], [0.0, -0.1, 0.0], [-0.1, -0.1, 0.1], [0.1, 0.1, -0.1], [0.1, 0.1, 0.1], [-0.1, 0.1, 0.0], [0.0, -0.3, 0.1], [-0.3, 0.0, -0.1], [-0.1, -0.1, 0.0], [0.1, 0.0, 0.0], [-0.1, -0.1, 0.0], [0.0, 0.1, 0.0], [0.0, 0.0, 0.0], [0.0, 0.0, 0.0], [0.1, 0.0, 0.0], [0.0, 0.0, 0.0], [0.0, 0.0, 0.0], [0.0, 0.0, 0.0], [0.0, 0.0, 0.0], [0.0, 0.0, 0.0], [0.0, 0.0, 0.0], [0.0, 0.0, 0.0], [0.0, 0.0, 0.0], [0.0, 0.0, 0.0], [0.0, 0.0, 0.0], [0.0, 0.0, 0.0], [0.0, 0.0, 0.0], [0.0, 0.0, 0.0], [0.0, 0.0, 0.0], [0.0, 0.0, 0.0], [0.0, 0.0, 0.0], [0.0, 0.0, 0.0], [0.0, 0.0, 0.0], [0.0, 0.0, 0.0], [0.0, 0.0, 0.0], [0.0, 0.0, 0.0], [0.0, 0.0, 0.0], [0.0, 0.0, 0.0], [0.0, 0.0, 0.0], [0.0, 0.0, 0.0], [0.0, 0.0, 0.0], [0.0, -0.1, 0.2], [0.1, 0.0, -0.1], [-0.1, 0.0, 0.0], [0.0, 0.0, 0.1], [0.0, 0.0, 0.0], [0.0, -0.1, -0.1], [0.0, 0.0, 0.0], [-0.2, 0.0, 0.0], [0.0, 0.1, 0.0], [0.0, 0.0, 0.0], [0.0, 0.0, 0.0], [0.0, 0.0, 0.0], [0.0, 0.0, -0.1], [-0.1, 0.0, 0.2], [-0.2, -0.1, 0.2], [0.0, 0.0, 0.0], [0.0, 0.0, 0.0], [0.0, 0.0, 0.0], [0.0, 0.0, 0.0], [-0.1, 0.0, -0.1], [-0.1, 0.0, 0.1], [0.1, 0.0, 0.0], [0.0, 0.0, -0.1], [0.0, 0.2, -0.1], [0.2, -0.2, 0.2], [0.2, -0.1, 0.2], [0.0, 0.0, 0.0], [0.0, 0.0, 0.0], [0.0, 0.0, 0.0], [0.1, 0.0, 0.0], [-0.1, 0.0, 0.0], [-0.1, 0.0, -0.1]], "multiplicity": 5, "e_above_lowest_ev": 0.0000, "energy_ha": -5714.928333, "total_charge": 0, "max_force_ev_per_a": 0.6, "s2": 6.02, "orbital_gap_ev": [6.2, 6.6], "homo_energy_ev": [-6.3, -6.7], "e_lumo_ev": [-0.122, -0.123]}

***

[2]
{"formula": "C8H22BN2", "method": "ωB97M-V/def2-TZVPD", "elements": ["B", "C", "C", "C", "C", "C", "C", "C", "C", "N", "N", "H", "H", "H", "H", "H", "H", "H", "H", "H", "H", "H", "H", "H", "H", "H", "H", "H", "H", "H", "H", "H", "H"], "positions_angstrom": [[-0.309, 0.863, 0.740], [3.131, -0.600, 1.134], [3.035, -0.273, -1.341], [-1.936, -1.593, 1.483], [-1.666, -1.386, -1.109], [-1.085, 2.820, -0.351], [-2.085, 1.659, -0.625], [2.303, -0.791, -0.131], [-2.197, -0.776, 0.193], [0.047, 1.947, 0.010], [-1.800, 0.695, 0.397], [0.231, 0.097, 1.455], [1.335, -0.209, -0.108], [2.568, -1.215, 1.820], [4.120, -0.888, 0.893], [3.017, 0.515, 1.281], [2.213, -0.076, -2.158], [3.789, -0.855, -1.669], [3.495, 0.732, -1.183], [-2.579, -1.275, 2.371], [-2.242, -2.570, 1.254], [-0.982, -1.466, 2.013], [-0.648, -1.402, -1.166], [-2.045, -0.681, -1.931], [-2.087, -2.334, -1.333], [-0.820, 3.406, -1.294], [-1.453, 3.480, 0.403], [-1.751, 1.309, -1.671], [-3.066, 2.066, -0.690], [2.251, -1.826, -0.196], [-3.271, -0.577, 0.022], [0.860, 2.349, 0.434], [-2.250, 0.966, 1.316]], "forces_ev_per_a": [[-1.0, -1.1, -0.4], [-2.6, 2.1, -1.0], [-3.8, 3.6, -0.9], [-1.0, 2.4, 1.6], [-2.8, 3.1, -0.7], [0.6, -1.2, -2.4], [1.4, 2.0, -3.2], [0.7, 2.1, -0.4], [-1.3, 0.3, 0.2], [1.2, 1.8, 1.6], [0.2, -1.6, 2.5], [0.0, 0.5, 0.1], [1.0, -1.5, 0.1], [0.7, 0.1, 1.2], [1.1, -0.3, 0.4], [0.7, -1.2, 0.8], [1.9, -0.6, 1.0], [2.3, -2.2, -1.3], [-0.4, -0.5, 0.2], [0.0, -0.1, -1.4], [0.1, -1.6, 0.0], [0.3, -0.6, -1.1], [2.9, -0.3, -0.1], [0.6, -1.2, 0.8], [-0.4, -0.9, 0.2], [-0.6, -0.7, 1.3], [0.2, 0.5, 0.8], [-0.8, 0.0, 1.8], [-1.1, -0.4, 0.2], [-1.2, -2.0, -0.6], [0.1, -1.1, 0.4], [0.9, 0.8, -0.7], [0.1, -0.3, -1.2]], "e_above_lowest_ev": 0.0000, "energy_ha": -452.106369, "total_charge": 1, "max_force_ev_per_a": 5.3, "orbital_gap_ev": 10.7, "homo_energy_ev": -13.7, "e_lumo_ev": -3.037}

***

[3]
{"formula": "C3H10NOS", "method": "ωB97M-V/def2-TZVPD", "elements": ["C", "N", "C", "C", "S", "H", "H", "H", "H", "H", "H", "H", "H", "H", "H", "O"], "positions_angstrom": [[2.559, -0.209, 0.426], [1.156, -0.270, 0.754], [0.515, -1.502, 1.145], [-1.022, -1.507, 0.855], [-1.523, -0.432, -0.538], [3.214, 0.294, 1.140], [2.725, 0.207, -0.576], [2.971, -1.245, 0.411], [0.523, 0.168, 0.073], [0.981, -2.374, 0.663], [0.715, -1.646, 2.232], [-1.517, -1.146, 1.761], [-1.317, -2.529, 0.597], [-0.900, 3.478, -2.527], [-0.274, 2.973, -1.224], [-0.395, 3.758, -1.772]], "forces_ev_per_a": [[-0.1, -1.6, -0.2], [-0.4, 1.0, 0.1], [0.6, -0.2, 0.6], [0.6, 0.6, -0.1], [-0.1, 0.0, -0.2], [-0.2, 0.4, 0.2], [0.0, 0.1, 0.2], [-0.1, 0.3, -0.2], [0.4, -0.1, 0.0], [0.1, -0.1, -0.3], [-0.4, -0.2, -0.4], [-0.2, -0.3, -0.1], [0.0, 0.1, 0.4], [-0.3, -0.4, -0.3], [-0.2, -0.1, -0.1], [0.4, 0.4, 0.4]], "e_above_lowest_ev": 0.9900, "energy_ha": -648.495178, "total_charge": -1, "max_force_ev_per_a": 1.6, "orbital_gap_ev": 6.5, "homo_energy_ev": -2.6, "e_lumo_ev": 3.815}

***

[4]
{"formula": "C14H23N2", "method": "ωB97M-V/def2-TZVPD", "elements": ["C", "N", "C", "C", "C", "C", "C", "C", "C", "C", "H", "H", "H", "H", "H", "H", "H", "H", "H", "H", "H", "H", "C", "C", "C", "C", "C", "N", "H", "H", "H", "H", "H", "H", "H", "H", "H", "H", "H"], "positions_angstrom": [[0.699, 1.375, 3.019], [0.299, 1.799, 1.678], [0.298, 3.248, 1.443], [-0.191, 0.923, 0.810], [-0.748, 1.380, -0.446], [0.004, 2.209, -1.313], [-0.571, 2.677, -2.488], [-1.886, 2.319, -2.822], [-2.631, 1.494, -1.968], [-2.079, 1.034, -0.777], [1.159, 2.236, 3.509], [-0.171, 1.049, 3.609], [1.418, 0.549, 2.966], [0.531, 3.717, 2.403], [1.073, 3.539, 0.722], [-0.678, 3.613, 1.093], [-0.417, -0.061, 1.228], [1.024, 2.489, -1.039], [0.009, 3.327, -3.146], [-2.327, 2.686, -3.749], [-3.652, 1.212, -2.233], [-2.659, 0.443, -0.062], [-1.099, -2.851, 0.918], [-0.187, -2.641, -0.271], [0.976, -3.647, -0.316], [2.232, -2.834, -0.682], [1.885, -1.371, -0.388], [0.414, -1.267, -0.253], [-1.667, -3.785, 0.806], [-0.513, -2.922, 1.847], [-1.816, -2.027, 1.022], [-0.785, -2.750, -1.194], [1.109, -4.119, 0.665], [0.766, -4.435, -1.048], [3.109, -3.169, -0.122], [2.443, -2.934, -1.753], [2.337, -1.054, 0.560], [2.241, -0.681, -1.163], [0.051, -0.772, -1.064]], "forces_ev_per_a": [[0.2, -0.3, 0.5], [-0.5, -1.1, -1.4], [0.5, 0.6, 0.0], [-0.9, 1.8, 2.8], [-0.3, 0.5, -1.2], [-0.4, -0.3, 0.3], [-0.2, -0.1, -0.1], [0.2, -0.1, 0.3], [0.0, 0.2, -0.1], [0.7, 0.0, 0.2], [0.0, -0.4, 0.0], [0.2, 0.2, -0.3], [-0.2, 0.3, 0.0], [-0.1, 0.0, -0.3], [-0.3, 0.0, 0.3], [0.3, -0.4, 0.0], [0.2, 0.5, -0.4], [-0.3, -0.2, -0.3], [-0.2, -0.2, 0.2], [0.1, -0.1, 0.3], [0.3, 0.2, 0.1], [0.1, 0.1, -0.4], [-0.2, -0.2, 0.3], [0.0, 0.1, -0.4], [0.1, 0.1, 0.1], [-0.1, -0.1, -0.5], [0.0, 0.2, 0.4], [0.4, -1.0, -1.1], [0.1, 0.2, 0.1], [-0.2, 0.1, -0.2], [0.0, -0.2, 0.0], [0.2, 0.1, 0.3], [-0.1, 0.0, -0.2], [0.1, 0.1, 0.3], [-0.1, 0.1, -0.2], [0.1, -0.1, 0.2], [0.1, 0.0, -0.1], [0.0, -0.2, 0.2], [0.1, -0.2, 0.1]], "e_above_lowest_ev": 0.8378, "energy_ha": -656.498687, "total_charge": 1, "max_force_ev_per_a": 3.4, "orbital_gap_ev": 8.0, "homo_energy_ev": -12.1, "e_lumo_ev": -4.115}

***

> Number 4 is which compound?

C14H23N2